Entry 1:
Below is a single C4H11NO2 molecule, with properties calculated with wB97M-V/def2-TZVPD.

Positions of all 18 atoms, in Å:
C 1.026 1.758 -1.566
C 0.690 0.335 -1.056
O 0.160 -0.543 -2.098
C -0.440 0.389 -0.016
N -0.463 -0.959 0.565
C -0.290 -1.474 1.905
O -1.671 -1.473 2.386
H 1.715 2.209 -0.684
H 1.693 1.679 -2.424
H 0.088 2.393 -1.782
H 1.690 -0.043 -0.546
H -0.686 -0.146 -2.171
H -0.218 1.148 0.727
H -1.411 0.552 -0.400
H -0.262 -1.767 -0.036
H 0.234 -0.925 2.685
H 0.036 -2.556 1.905
H -1.891 -0.577 2.609

Values from the calculation:
Charge = 0
Kohn-Sham gap = 0.3400 Eh
LUMO level = 0.853 eV
Structure (SMILES) = C[C@H](O)CNCO

Entry 2:
Below is 2 unconnected molecules or ions with the total composition C4H16N6, with properties calculated with wB97M-V/def2-TZVPD.

Positions of all 26 atoms, in Å:
C 2.920 -0.233 0.874
C 2.224 1.457 -0.807
N 2.464 1.139 0.453
N 2.947 0.771 -1.775
N 1.130 2.085 -1.290
H 1.953 1.625 1.222
H 3.718 0.101 -1.684
H 2.605 0.863 -2.753
H 0.428 2.349 -0.601
H 1.152 2.638 -2.155
H 3.163 -0.052 1.936
H 3.918 -0.392 0.378
H 2.151 -0.989 0.763
C -3.176 0.592 0.005
C -2.196 -1.494 0.641
N -3.057 -0.515 0.927
N -1.770 -1.677 -0.642
N -1.493 -2.065 1.649
H -3.043 -0.213 1.933
H -2.430 -1.456 -1.378
H -1.006 -2.338 -0.792
H -1.722 -1.852 2.609
H -1.205 -3.023 1.734
H -3.530 1.501 0.499
H -3.985 0.570 -0.707
H -2.258 0.832 -0.536

Values from the calculation:
Charge = +3
Multiplicity = 2
Kohn-Sham gap (alpha / beta) = 0.3046 / 0.1103 Eh
LUMO level (alpha / beta) = -12.029 / -17.316 eV

Entry 3:
Below is a molecular structure, C42H37BrCoN8O2SSb, with properties calculated with wB97M-V/def2-TZVPD.

Positions of all 93 atoms, in Å:
Co -0.927 2.216 0.261
O -1.249 0.307 3.377
C -0.102 -0.303 3.425
C -0.011 -1.600 4.014
C 1.205 -2.207 4.099
C 2.361 -1.552 3.607
C 2.284 -0.284 3.037
C 1.075 0.358 2.922
C 0.889 1.783 2.426
O -0.441 1.972 2.131
N 1.734 2.131 1.286
N 1.180 2.117 0.067
C 1.857 2.389 -0.984
C 1.267 2.364 -2.312
Br -0.609 1.960 -2.389
C 1.893 2.598 -3.471
C 3.332 2.827 -3.659
C 3.732 3.785 -4.593
C 5.075 4.049 -4.797
C 6.038 3.341 -4.090
C 5.652 2.357 -3.191
C 4.308 2.099 -2.976
H -1.055 1.219 2.857
H -0.919 -2.041 4.399
H 1.298 -3.184 4.551
H 3.321 -2.042 3.685
H 3.188 0.193 2.684
H 1.220 2.439 3.248
H 2.703 2.395 1.400
H 2.909 2.656 -0.920
H 1.285 2.648 -4.367
H 2.983 4.329 -5.153
H 5.372 4.801 -5.514
H 7.087 3.539 -4.258
H 6.402 1.778 -2.669
H 4.015 1.288 -2.322
N -3.598 0.197 0.126
C -3.952 1.482 0.209
N -5.243 1.770 0.302
C -5.543 3.067 0.367
N -6.818 3.414 0.489
N -4.636 4.079 0.318
C -3.394 3.693 0.233
N -2.966 2.418 0.186
C -2.341 4.751 0.172
C -2.677 6.092 0.173
C -1.658 7.030 0.113
C -0.344 6.594 0.054
C -0.096 5.232 0.059
N -1.071 4.327 0.114
H -4.336 -0.482 0.206
H -2.628 -0.096 0.161
H -7.529 2.704 0.526
H -7.068 4.386 0.537
H -3.718 6.373 0.221
H -1.887 8.086 0.114
H 0.479 7.291 0.007
H 0.916 4.850 0.013
S -0.300 -0.705 0.042
Sb -0.374 -3.009 0.160
C -2.056 -3.707 1.215
C -3.300 -3.470 0.639
C -4.450 -3.854 1.312
C -4.356 -4.468 2.553
C -3.115 -4.713 3.119
C -1.958 -4.333 2.452
C 1.478 -3.707 0.877
C 2.586 -2.948 0.510
C 3.851 -3.349 0.916
C 4.006 -4.490 1.691
C 2.899 -5.244 2.053
C 1.629 -4.858 1.642
C -0.434 -3.643 -1.844
C -1.388 -3.112 -2.705
C -1.382 -3.483 -4.040
C -0.422 -4.370 -4.510
C 0.533 -4.889 -3.651
C 0.530 -4.529 -2.309
H -3.377 -3.013 -0.340
H -5.420 -3.685 0.864
H -5.254 -4.767 3.074
H -3.045 -5.207 4.079
H -0.994 -4.534 2.900
H 2.460 -2.051 -0.085
H 4.718 -2.774 0.619
H 4.993 -4.802 2.001
H 3.024 -6.143 2.641
H 0.780 -5.479 1.895
H -2.119 -2.393 -2.354
H -2.123 -3.077 -4.714
H -0.419 -4.654 -5.553
H 1.280 -5.577 -4.021
H 1.275 -4.943 -1.640

Values from the calculation:
Charge = +2
Multiplicity = 5
Kohn-Sham gap (alpha / beta) = 0.2903 / 0.1910 Eh
LUMO level (alpha / beta) = -4.840 / -7.535 eV

Entry 4:
Below is a molecular structure, C45H49Ge2HgN7O9S2, with properties calculated with wB97M-V/def2-TZVPD.

Positions of all 115 atoms, in Å:
Hg 0.015 1.095 -0.463
C -2.823 2.446 0.963
N -2.184 1.137 0.923
C -1.655 0.792 2.258
C -0.959 -0.551 2.300
C -1.669 -1.688 2.664
C -1.074 -2.930 2.542
C 0.230 -2.996 2.090
C 0.889 -1.809 1.812
N 0.322 -0.606 1.927
C -3.097 0.102 0.421
C -2.591 -0.614 -0.832
C -2.459 0.147 -3.171
C -2.294 -1.304 -3.621
C -1.127 -1.986 -2.923
C -0.645 -1.672 -1.703
N -1.182 -0.825 -0.746
C -2.003 3.690 0.679
C -2.720 4.884 0.593
C -2.085 6.025 0.149
C -0.746 5.939 -0.200
C -0.104 4.728 -0.028
N -0.703 3.625 0.438
H -3.336 2.584 1.927
H -3.577 2.458 0.179
H -2.485 0.769 2.983
H -0.954 1.579 2.546
H -2.693 -1.609 3.004
H -1.635 -3.829 2.769
H 0.729 -3.947 1.948
H 1.915 -1.819 1.468
H -4.064 0.525 0.143
H -3.274 -0.648 1.179
H -3.120 0.680 -3.846
H -2.083 -1.286 -4.692
H -0.604 -2.748 -3.495
H 0.296 -2.126 -1.395
H -3.779 4.889 0.830
H -2.632 6.956 0.048
H -0.211 6.786 -0.611
H 0.939 4.634 -0.289
O -1.530 3.731 -4.010
S -1.159 2.964 -2.838
O -2.187 2.894 -1.814
O 0.168 3.313 -2.320
S -0.811 0.973 -3.436
C 3.209 0.924 -3.788
Ge 3.668 2.250 -2.398
C 5.659 2.347 -2.482
C 3.124 3.985 -3.150
Ge 2.527 1.659 -0.283
C 3.863 0.577 0.757
C 3.600 0.230 2.086
C 4.538 -0.443 2.863
C 5.778 -0.773 2.330
C 6.062 -0.437 1.010
C 5.111 0.223 0.237
C 2.888 3.265 0.874
C 2.176 3.404 2.072
C 2.306 4.536 2.868
C 3.164 5.561 2.484
C 3.910 5.428 1.319
C 3.777 4.287 0.530
H 3.330 1.362 -4.783
H 2.165 0.623 -3.664
H 3.834 0.028 -3.718
H 5.920 3.025 -3.302
H 6.090 1.363 -2.700
H 6.113 2.723 -1.559
H 3.382 4.005 -4.214
H 3.609 4.829 -2.651
H 2.043 4.090 -3.045
H 2.636 0.488 2.519
H 4.302 -0.709 3.888
H 6.518 -1.284 2.936
H 7.029 -0.689 0.585
H 5.341 0.460 -0.797
H 1.472 2.626 2.357
H 1.716 4.633 3.773
H 3.240 6.463 3.082
H 4.589 6.220 1.017
H 4.366 4.200 -0.379
C 3.263 -3.856 -3.368
C 3.862 -3.340 -2.052
C 3.695 -4.378 -0.937
C 5.342 -2.982 -2.234
C 3.126 -2.120 -1.669
N 2.544 -1.167 -1.394
H 3.794 -4.757 -3.687
H 3.344 -3.099 -4.151
H 2.205 -4.096 -3.243
H 4.223 -5.295 -1.210
H 2.640 -4.615 -0.784
H 4.104 -4.003 0.004
H 5.896 -3.871 -2.547
H 5.763 -2.612 -1.298
H 5.462 -2.206 -2.994
O -3.388 -2.609 0.242
C -3.278 -2.051 -0.839
O -3.038 0.251 -1.896
C -3.685 -2.735 -2.080
C -3.701 -1.978 -3.387
C -4.126 -2.875 -4.524
C -4.353 -4.210 -4.405
C -4.267 -4.832 -3.156
C -3.947 -4.054 -2.004
N -4.542 -6.207 -3.039
O -4.820 -6.866 -4.054
O -4.502 -6.736 -1.919
N -4.391 -2.248 -5.775
O -4.669 -2.924 -6.773
O -4.332 -1.017 -5.816
H -4.413 -1.154 -3.318
H -4.640 -4.786 -5.271
H -3.891 -4.547 -1.044

Values from the calculation:
Charge = -2
Kohn-Sham gap = 0.2172 Eh
LUMO level = 3.621 eV

Entry 5:
Below is a gas-phase ion, C10H14N5 (charge +1), with properties calculated with wB97M-V/def2-TZVPD.

Positions of all 29 atoms, in Å:
N -0.278 2.472 0.922
N -0.030 1.260 1.667
C 1.423 1.105 1.709
N 2.056 1.305 0.365
C 2.616 0.439 -0.457
N 3.595 0.736 -1.247
C -0.849 0.167 1.235
C -1.722 -0.482 2.069
N -2.384 -1.508 1.445
C -1.994 -1.486 0.156
C -2.434 -2.250 -0.941
C -1.879 -2.041 -2.202
C -0.899 -1.070 -2.399
C -0.572 -0.252 -1.331
C -0.990 -0.525 -0.039
H -1.077 2.484 0.255
H -0.282 3.199 1.690
H 1.709 -0.007 2.147
H 1.802 1.894 2.316
H 2.253 2.282 0.083
H 2.266 -0.559 -0.309
H 4.172 0.052 -1.814
H 3.732 1.665 -1.623
H -1.911 -0.391 3.067
H -2.902 -2.245 1.831
H -3.094 -3.144 -0.677
H -2.115 -2.624 -3.061
H -0.341 -0.970 -3.408
H 0.129 0.496 -1.448

Values from the calculation:
Charge = +1
Kohn-Sham gap = 0.2808 Eh
LUMO level = -3.346 eV
Structure (SMILES) = NN(CNC=[NH2+])c1c[nH]c2ccccc12

Entry 6:
Below is 2 unconnected molecules or ions with the total composition C4H13NO2, with properties calculated with wB97M-V/def2-TZVPD.

Positions of all 20 atoms, in Å:
C 0.669 1.234 2.597
C 0.502 1.017 1.083
O -0.793 1.206 0.483
C 1.118 -0.289 0.641
C 0.265 -1.444 1.177
N 1.250 -0.217 -0.823
H 1.767 1.121 2.800
H 0.022 0.692 3.281
H 0.391 2.292 2.715
H 1.085 1.885 0.696
H -0.661 0.641 -0.297
H 2.103 -0.318 1.074
H 0.426 -2.378 0.650
H -0.813 -1.287 1.199
H 0.494 -1.577 2.236
H 1.588 0.516 -1.438
H 1.594 -1.067 -1.252
O -2.621 -1.096 -4.288
H -2.325 -1.837 -4.811
H -2.060 -0.918 -3.533

Values from the calculation:
Charge = 0
Kohn-Sham gap = 0.3726 Eh
LUMO level = 0.653 eV
Structure (SMILES) = C[C@H](O)[C@@H](C)N.O

Entry 7:
Below is 2 unconnected molecules or ions with the total composition C3H8O2S, with properties calculated with wB97M-V/def2-TZVPD.

Positions of all 14 atoms, in Å:
C 1.681 1.293 0.798
C 0.701 0.642 0.274
C 0.752 -0.466 -0.826
H 1.756 2.071 1.561
H 2.698 0.820 0.487
H -0.364 0.853 0.572
H -0.250 -0.664 -1.210
H 1.348 -1.257 -0.334
H 1.294 -0.097 -1.743
O -3.106 -1.487 1.148
O -3.022 -0.987 -0.246
S -3.957 0.272 -0.646
H -2.238 -1.949 1.090
H -3.158 1.264 -0.378

Values from the calculation:
Charge = 0
Kohn-Sham gap = 0.3816 Eh
LUMO level = 0.475 eV
Structure (SMILES) = C=CC.OOS

Entry 8:
Below is a single CF4N2 molecule, with properties calculated with wB97M-V/def2-TZVPD.

Positions of all 7 atoms, in Å:
F -1.706 0.577 -1.781
N -0.861 0.721 -0.664
C -0.035 -0.164 -0.431
F 0.348 -1.155 -1.207
N 0.996 0.101 0.848
F 0.246 0.981 1.659
F 1.012 -1.061 1.575

Values from the calculation:
Charge = 0
Kohn-Sham gap = 0.4508 Eh
LUMO level = 0.319 eV
Structure (SMILES) = F/N=C(\F)N(F)F

Entry 9:
Below is 2 unconnected molecules or ions with the total composition H4NS, with properties calculated with wB97M-V/def2-TZVPD.

Positions of all 6 atoms, in Å:
N 1.251 0.204 -0.061
H 0.534 0.260 0.665
H 1.560 -0.763 0.007
H 0.656 0.177 -0.889
S -2.490 -0.380 0.266
H -1.510 0.502 0.011

Values from the calculation:
Charge = -1
Kohn-Sham gap = 0.2673 Eh
LUMO level = 4.708 eV

Entry 10:
Below is 2 unconnected molecules or ions with the total composition C5H8N, with properties calculated with wB97M-V/def2-TZVPD.

Positions of all 14 atoms, in Å:
C -1.528 1.620 0.152
C -1.483 -0.770 0.778
C 1.049 -0.554 -1.071
C 1.558 0.130 0.207
C 0.831 -1.139 0.216
N -1.586 0.407 0.585
H -1.660 1.836 -0.877
H -0.963 2.321 0.618
H -2.237 -1.428 1.096
H 0.154 0.016 -1.544
H 1.557 -1.183 -1.757
H 2.550 -0.181 0.597
H 0.925 0.983 0.389
H 0.833 -2.059 0.611

Values from the calculation:
Charge = +1
Multiplicity = 3
Kohn-Sham gap (alpha / beta) = 0.2429 / 0.2708 Eh
LUMO level (alpha / beta) = -5.014 / -7.996 eV

Entry 11:
Below is a molecular structure, C3H5ClS, with properties calculated with wB97M-V/def2-TZVPD.

Positions of all 10 atoms, in Å:
C -0.340 0.077 -0.272
C -0.111 -1.253 0.187
C 0.500 1.195 0.063
S -2.531 0.502 -1.073
Cl 1.990 1.049 -1.026
H -1.046 -1.685 0.849
H -0.027 -2.059 -0.542
H 0.674 -1.175 0.878
H 0.788 1.223 1.165
H 0.105 2.127 -0.229

Values from the calculation:
Charge = 0
Kohn-Sham gap (alpha / beta) = 0.2326 / 0.2322 Eh
LUMO level (alpha / beta) = -2.151 / -2.161 eV

Entry 12:
Below is a molecular structure, C28H46N7O7PRu, with properties calculated with wB97M-V/def2-TZVPD.

Positions of all 90 atoms, in Å:
Ru 0.064 -1.582 0.363
N 0.255 -1.499 2.817
C 1.704 -1.612 3.055
C 2.336 -2.449 1.954
O 3.069 -3.371 2.222
O 2.029 -2.047 0.732
H -0.155 -0.745 3.349
H -0.218 -2.357 3.075
H 1.960 -2.041 4.018
H 2.137 -0.615 2.975
O -0.906 -2.446 -6.780
C -1.333 -1.596 -5.976
O -1.995 -0.537 -6.115
C -0.953 -1.880 -4.506
C 0.391 -1.991 -4.148
C 0.726 -2.152 -2.823
N -0.209 -2.231 -1.859
C -1.503 -2.124 -2.193
C -1.918 -1.956 -3.497
C -2.458 -2.074 -1.029
O -3.588 -2.482 -1.130
O -1.941 -1.527 0.070
H 1.161 -1.946 -4.909
H 1.762 -2.217 -2.499
H -2.973 -1.852 -3.713
N 0.344 0.168 -0.020
P 0.357 1.756 0.006
N 0.003 2.357 -1.456
C -0.473 1.568 -2.615
C -1.786 2.108 -3.164
C -1.677 3.607 -3.440
C -1.226 4.360 -2.190
C 0.098 3.804 -1.689
N -0.744 2.394 1.073
C -0.462 2.189 2.514
C -1.675 2.609 3.361
C -2.509 3.645 2.608
C -3.123 2.988 1.366
C -2.142 1.978 0.759
N 1.804 2.292 0.554
C 3.022 1.542 0.181
C 4.104 1.710 1.267
C 3.462 2.107 2.595
C 2.838 3.499 2.453
C 2.074 3.617 1.113
H -0.582 0.539 -2.303
H 0.285 1.605 -3.404
H -2.596 1.922 -2.446
H -2.032 1.573 -4.085
H -2.632 3.995 -3.796
H -0.944 3.766 -4.241
H -1.980 4.259 -1.399
H -1.106 5.426 -2.403
H 0.394 4.298 -0.764
H 0.875 3.993 -2.439
H 0.398 2.793 2.788
H -0.207 1.138 2.711
H -1.325 3.007 4.314
H -2.305 1.743 3.582
H -1.867 4.477 2.312
H -3.292 4.048 3.251
H -3.389 3.748 0.629
H -4.041 2.461 1.638
H -2.262 1.926 -0.320
H -2.324 0.969 1.141
H 3.403 1.886 -0.787
H 2.757 0.494 0.080
H 4.814 2.489 0.979
H 4.664 0.779 1.361
H 4.196 2.104 3.402
H 2.684 1.382 2.851
H 3.628 4.253 2.477
H 2.178 3.701 3.297
H 2.669 4.189 0.395
H 1.134 4.149 1.246
C 0.099 -7.127 0.678
N -0.421 -5.804 1.030
C -1.528 -5.754 1.985
C 0.124 -4.698 0.546
C 1.257 -4.839 -0.424
O -0.325 -3.574 0.923
H -0.570 -7.876 1.088
H 1.094 -7.288 1.094
H 0.143 -7.263 -0.400
H -2.373 -6.317 1.595
H -1.835 -4.728 2.134
H -1.219 -6.187 2.936
H 2.083 -5.373 0.049
H 1.607 -3.862 -0.716
H 0.936 -5.390 -1.310

Values from the calculation:
Charge = 0
Multiplicity = 5
Kohn-Sham gap (alpha / beta) = 0.2695 / 0.2105 Eh
LUMO level (alpha / beta) = -0.079 / -1.689 eV

Entry 13:
Below is 2 unconnected molecules or ions with the total composition C4H16N4, with properties calculated with wB97M-V/def2-TZVPD.

Positions of all 24 atoms, in Å:
C -0.913 -0.012 -1.590
C -0.896 -1.447 -0.701
C -1.313 -2.592 -1.607
N 0.345 -1.723 -0.067
H -1.864 -0.020 -2.121
H -0.100 -0.104 -2.309
H -0.910 0.972 -1.133
H -1.648 -1.300 0.079
H -2.309 -2.407 -2.016
H -1.332 -3.526 -1.053
H -0.616 -2.687 -2.444
H 1.087 -1.852 -0.747
H 0.604 -1.001 0.619
C 0.132 2.639 0.896
N 0.166 1.190 1.007
N 1.092 0.661 2.120
N 2.455 0.653 1.781
H 0.084 3.151 1.879
H 1.028 2.991 0.393
H -0.720 2.961 0.316
H -0.750 0.847 1.287
H 1.004 1.249 2.959
H 2.617 -0.144 1.165
H 2.755 1.502 1.289

Values from the calculation:
Charge = 0
Kohn-Sham gap = 0.3443 Eh
LUMO level = 0.868 eV
Structure (SMILES) = CC(C)N.CNNN

Max |F|: 3.7 4.0 3.1 1.0 3.9 2.3 4.5 2.9 0.4 4.9 6.9 0.9 3.0 (eV/Å)
Energy above the lowest of the compared OMol25 structures with the same formula, charge and spin: 279.7 63.1 0.0 136.1 215.9 103.5 521.9 128.7 10.9 512.1 413.0 0.0 246.4 (kJ/mol)